(1)
Formula: C41H73N4O2S2
Source: OMol25
Level of theory: ωB97M-V/def2-TZVPD

```
122
Properties=species:S:1:pos:R:3:lowdin_charge:R:1
N 10.31 -1.42 -2.59 -0.053
C 8.83 -1.38 -2.78 -0.292
C 8.14 -0.01 -2.23 -0.158
C 8.39 1.23 -3.26 -0.195
N 7.50 2.40 -2.97 -0.142
C 6.62 2.71 -4.12 -0.206
C 5.65 1.47 -4.53 -0.231
C 4.49 1.19 -3.46 -0.464
S 3.12 2.46 -3.47 0.803
C 1.68 1.85 -4.43 -0.987
S 1.98 1.32 -6.01 0.644
N 0.28 1.75 -3.95 -0.166
C -0.21 3.01 -3.36 -0.197
C -1.40 3.73 -4.10 0.000
C -1.99 5.04 -3.52 -0.077
C -1.46 5.69 -2.20 -0.075
C -0.27 5.01 -1.46 -0.060
C 0.29 3.69 -2.07 -0.022
C 0.05 0.59 -3.06 -0.166
C -1.44 0.17 -2.85 0.005
C -1.88 -0.99 -1.92 -0.068
C -0.79 -1.79 -1.14 -0.084
C 0.70 -1.40 -1.38 -0.061
C 1.14 -0.23 -2.33 0.007
C 8.42 3.51 -2.61 -0.267
C 7.76 4.97 -2.54 -0.153
C 6.67 5.07 -1.35 -0.266
N 7.22 6.02 -0.32 -0.034
C 9.03 3.24 -1.12 -0.552
O 8.42 2.59 -0.21 -0.095
O 10.31 3.79 -0.92 -0.231
H 10.79 -0.66 -3.08 0.058
H 10.58 -1.42 -1.60 0.062
H 8.63 -1.45 -3.91 0.098
H 8.40 -2.28 -2.19 0.108
H 8.69 0.21 -1.23 0.108
H 7.03 -0.17 -2.00 0.094
H 9.51 1.47 -3.15 0.125
H 8.29 0.84 -4.36 0.110
H 7.28 2.92 -5.05 0.129
H 5.88 3.58 -3.93 0.111
H 5.20 1.78 -5.56 0.101
H 6.22 0.50 -4.73 0.099
H 4.93 1.09 -2.39 0.098
H 4.01 0.18 -3.73 0.075
H -1.84 3.29 -5.06 0.100
H -2.87 5.55 -4.03 0.080
H -1.90 6.63 -1.75 0.080
H 0.22 5.42 -0.51 0.096
H 1.16 3.20 -1.49 0.080
H -2.30 0.73 -3.38 0.098
H -2.98 -1.24 -1.83 0.065
H -1.13 -2.62 -0.43 0.083
H 1.47 -2.02 -0.79 0.090
H 2.24 0.01 -2.46 0.057
H 9.34 3.61 -3.31 0.141
H 8.61 5.71 -2.29 0.117
H 7.29 5.33 -3.51 0.088
H 5.67 5.52 -1.75 0.100
H 6.40 4.06 -0.90 0.107
H 7.37 5.56 0.59 0.065
H 6.67 6.88 -0.25 0.046
C -5.05 -1.76 0.67 -0.114
C -5.72 -2.17 -0.63 -0.271
C -6.35 -0.99 -1.38 -0.228
C -7.47 -0.26 -0.63 -0.227
C -8.65 -1.15 -0.21 -0.273
C -9.39 -1.76 -1.40 -0.116
H -5.76 -1.33 1.38 0.065
H -4.59 -2.63 1.15 0.067
H -4.26 -1.02 0.49 0.064
H -6.47 -2.94 -0.42 0.100
H -4.97 -2.63 -1.28 0.097
H -6.72 -1.35 -2.34 0.102
H -5.57 -0.26 -1.61 0.106
H -7.84 0.55 -1.26 0.110
H -7.06 0.22 0.26 0.101
H -9.36 -0.53 0.35 0.104
H -8.32 -1.94 0.47 0.097
H -9.77 -0.99 -2.07 0.075
H -10.24 -2.35 -1.05 0.068
H -8.74 -2.43 -1.97 0.065
C -1.01 1.03 1.04 -0.112
C -0.85 1.51 2.48 -0.264
C -0.33 0.42 3.42 -0.223
C -1.23 -0.80 3.58 -0.224
C -2.65 -0.51 4.07 -0.272
C -2.68 0.12 5.46 -0.110
H -1.75 0.23 0.96 0.048
H -1.35 1.85 0.40 0.070
H -0.06 0.67 0.64 0.067
H -1.80 1.91 2.84 0.097
H -0.14 2.34 2.49 0.105
H -0.14 0.87 4.40 0.100
H 0.65 0.08 3.06 0.112
H -0.75 -1.50 4.28 0.109
H -1.30 -1.34 2.63 0.096
H -3.21 -1.44 4.10 0.079
H -3.17 0.14 3.37 0.099
H -2.20 -0.54 6.20 0.075
H -3.72 0.28 5.78 0.068
H -2.18 1.09 5.48 0.066
C -6.17 -3.80 4.10 -0.108
C -5.52 -3.93 5.47 -0.267
C -4.05 -4.34 5.39 -0.225
C -3.78 -5.71 4.76 -0.226
C -4.48 -6.89 5.44 -0.273
C -4.04 -7.10 6.88 -0.116
H -6.17 -4.75 3.56 0.068
H -7.20 -3.47 4.21 0.072
H -5.64 -3.06 3.49 0.056
H -6.08 -4.64 6.08 0.098
H -5.58 -2.97 5.98 0.104
H -3.62 -4.32 6.40 0.103
H -3.50 -3.59 4.82 0.092
H -2.70 -5.89 4.77 0.111
H -4.07 -5.69 3.71 0.100
H -4.26 -7.80 4.87 0.104
H -5.57 -6.76 5.40 0.098
H -2.97 -7.28 6.94 0.075
H -4.55 -7.97 7.31 0.068
H -4.29 -6.24 7.51 0.065
```

Summary:
Net charge: -1
E_tot (Eh): -2771.56009
Kohn-Sham gap (eV): 4.92



(2)
Formula: C4H6
Source: OMol25
Level of theory: ωB97M-V/def2-TZVPD

```
10
Properties=species:S:1:pos:R:3:lowdin_charge:R:1
C -0.73 0.59 1.49 -0.013
C -0.20 -0.33 0.70 -0.192
C 0.58 0.12 -0.49 -0.205
C 0.52 -0.46 -1.68 -0.005
H -0.70 1.67 1.37 0.062
H -1.32 0.30 2.37 0.054
H -0.33 -1.38 0.90 0.096
H 1.21 0.98 -0.32 0.096
H 1.07 -0.14 -2.55 0.049
H -0.10 -1.34 -1.81 0.058
```

Summary:
E_tot (Eh): -155.95495
Kohn-Sham gap (eV): 10.44
Energy above the lowest of the compared OMol25 structures with the same formula, charge and spin (kJ/mol): 20.3



(3)
Formula: C4H5NO2
Source: OMol25
Level of theory: ωB97M-V/def2-TZVPD

```
12
Properties=species:S:1:pos:R:3:lowdin_charge:R:1
O 0.97 2.07 0.65 0.149
C 0.32 1.10 0.41 -0.305
N 0.81 0.13 -0.69 0.104
C 0.17 -1.19 -0.31 -0.133
C -1.28 -0.75 0.01 -0.173
O -1.21 -0.52 1.46 -0.077
C -1.05 0.61 0.66 -0.293
H 1.81 0.19 -0.91 0.176
H 0.68 -1.56 0.59 0.125
H 0.30 -1.89 -1.13 0.108
H 0.24 0.40 -1.51 0.175
H -1.77 1.42 0.77 0.144
```

Summary:
E_tot (Eh): -360.48052
Kohn-Sham gap (alpha / beta) (eV): 7.36 / 7.36
Energy above the lowest of the compared OMol25 structures with the same formula, charge and spin (kJ/mol): 496.0